A) An isolated molecule of CH4N2, computed with the ωB97M-V functional and the def2-TZVPD basis.

The HOMO energy is -9.0 eV. The LUMO energy is 1.03 eV.

ORCA input file:
```
! wB97M-V def2-TZVPD RIJCOSX def2/J DEFGRID3
* xyz 0 1
N -0.41 0.34 1.02
C 0.12 0.29 -0.22
N 0.39 -0.78 -0.86
H -0.63 -0.52 1.48
H -0.63 1.23 1.42
H 0.10 1.24 -0.77
H 1.08 -0.51 -1.56
*
```

***

B) An isolated molecule of CH4N2, computed with the ωB97M-V functional and the def2-TZVPD basis.

The HOMO energy is -8.4 eV. The LUMO energy is 1.05 eV.

ORCA input file:
```
! wB97M-V def2-TZVPD RIJCOSX def2/J DEFGRID3
* xyz 0 1
N -0.57 0.19 -0.75
C -0.11 0.22 0.52
N 0.94 -0.47 0.73
H -1.03 0.99 -1.16
H 0.95 -1.48 0.63
H 0.20 -0.51 -1.13
H -0.37 1.07 1.16
*
```

***

C) An isolated molecule of CH4N2, computed with the ωB97M-V functional and the def2-TZVPD basis.

The HOMO energy is -9.8 eV. The LUMO energy is 1.01 eV.

ORCA input file:
```
! wB97M-V def2-TZVPD RIJCOSX def2/J DEFGRID3
* xyz 0 1
C 0.12 0.07 -0.64
H -1.20 -0.58 0.68
H 0.16 -1.18 1.20
H -0.14 -0.52 -1.42
H 0.59 1.46 0.27
N -0.27 -0.38 0.57
N 0.75 1.12 -0.67
*
```

***

Result of the stability comparison: A) is the most stable of them.

***

A) A cluster of 2 separate species, CH3I2P in total, computed with the ωB97M-V functional and the def2-TZVPD basis.

The HOMO energy (spin up / spin down) is -9.5 / -9.0 eV. The LUMO energy (spin up / spin down) is -2.19 / -2.77 eV.

ORCA input file:
```
! wB97M-V def2-TZVPD RIJCOSX def2/J DEFGRID3
* xyz 0 1
C -0.24 -0.74 0.36
P -0.73 1.01 0.09
I 1.07 2.27 1.35
I 0.48 0.70 -3.04
H -0.15 -1.10 1.44
H 0.65 -1.04 -0.04
H -1.08 -1.11 -0.16
*
```

***

B) A structure of composition CH3I2P, computed with the ωB97M-V functional and the def2-TZVPD basis.

The HOMO energy is -9.1 eV. The LUMO energy is -1.06 eV.

ORCA input file:
```
! wB97M-V def2-TZVPD RIJCOSX def2/J DEFGRID3
* xyz 0 1
C -0.31 0.49 -0.15
P 0.14 -0.99 0.63
I -2.36 0.52 -0.68
I 0.84 1.26 -1.66
H -0.19 1.38 1.51
H 1.61 -0.97 0.88
H 0.27 -1.70 -0.53
*
```

***

Result of the stability comparison: A) is the most stable of them.

***

A) A cluster of 2 separate species, CHCl2NO3 in total, computed with the ωB97M-V functional and the def2-TZVPD basis.

The HOMO energy (spin up / spin down) is -10.2 / -8.8 eV. The LUMO energy (spin up / spin down) is -1.93 / -3.09 eV.

ORCA input file:
```
! wB97M-V def2-TZVPD RIJCOSX def2/J DEFGRID3
* xyz 0 1
C -0.54 -0.01 0.67
N -1.30 0.90 -3.07
O -1.97 0.07 -2.41
O -1.69 1.01 -4.22
O -0.39 1.52 -2.55
Cl -1.17 1.21 1.65
Cl -1.56 -0.81 -0.33
H 0.43 -0.21 0.58
*
```

***

B) An isolated molecule of CHCl2NO3, computed with the ωB97M-V functional and the def2-TZVPD basis.

The HOMO energy is -11.4 eV. The LUMO energy is 0.23 eV.

ORCA input file:
```
! wB97M-V def2-TZVPD RIJCOSX def2/J DEFGRID3
* xyz 0 1
C 0.89 0.04 0.20
N -1.46 -0.06 -0.30
O -1.24 -1.17 -0.50
O -2.39 0.60 -0.39
O -0.30 0.65 0.12
Cl 2.17 1.18 -0.33
Cl 1.29 -0.58 1.75
H 1.05 -0.66 -0.56
*
```

***

Result of the stability comparison: B) is the most stable of them.

***

A) An isolated molecule of C5H5Cl, computed with the ωB97M-V functional and the def2-TZVPD basis.

The HOMO energy is -8.4 eV. The LUMO energy is 0.78 eV.

ORCA input file:
```
! wB97M-V def2-TZVPD RIJCOSX def2/J DEFGRID3
* xyz 0 1
C 1.64 -0.47 1.57
C 1.50 0.80 1.91
C -1.05 0.50 -0.96
C 0.18 0.25 -0.50
C 0.28 -0.15 0.93
Cl 2.00 2.31 2.41
H 2.19 -1.33 1.58
H -1.18 0.60 -2.05
H -1.87 0.53 -0.36
H 0.99 0.03 -1.08
H -0.48 -0.48 1.66
*
```

***

B) An isolated molecule of C5H5Cl, computed with the ωB97M-V functional and the def2-TZVPD basis.

The HOMO energy is -10.3 eV. The LUMO energy is 0.87 eV.

ORCA input file:
```
! wB97M-V def2-TZVPD RIJCOSX def2/J DEFGRID3
* xyz 0 1
C -1.02 -2.67 0.36
C -0.27 -1.74 0.27
C 0.17 2.12 0.00
C -0.27 0.89 -0.19
C 0.62 -0.28 0.03
Cl 1.63 -0.59 -1.41
H -1.61 -3.53 0.46
H -0.44 2.98 -0.20
H 1.17 2.31 0.37
H -1.25 0.69 -0.58
H 1.27 -0.19 0.89
*
```

***

Result of the stability comparison: B) is the most stable of them.

***

A) A cluster of 2 separate species, C4H10NO3 in total, computed with the ωB97M-V functional and the def2-TZVPD basis.

The HOMO energy is -4.6 eV. The LUMO energy is 3.76 eV.

ORCA input file:
```
! wB97M-V def2-TZVPD RIJCOSX def2/J DEFGRID3
* xyz -1 1
C 1.41 1.67 0.65
C 1.14 0.28 1.24
C 1.48 0.18 2.74
N -0.22 -0.16 1.00
C -0.53 -0.69 -0.34
O -1.76 -0.78 -0.56
O 0.43 -0.99 -1.06
H 1.65 1.51 -0.39
H 0.52 2.31 0.66
H 2.27 2.14 1.10
H 1.72 -0.47 0.71
H 1.24 1.10 3.28
H 2.53 -0.09 2.91
H 0.92 -0.65 3.15
H -0.95 0.50 1.23
H -1.43 -0.44 -2.66
H -2.76 0.13 -2.72
O -2.04 -0.07 -3.32
*
```

***

B) A structure of composition C4H10NO3, computed with the ωB97M-V functional and the def2-TZVPD basis.

The HOMO energy is -4.1 eV. The LUMO energy is 2.25 eV.

ORCA input file:
```
! wB97M-V def2-TZVPD RIJCOSX def2/J DEFGRID3
* xyz -1 1
C -2.74 0.79 0.85
C -1.49 1.77 0.43
N -0.10 1.38 0.77
C -0.50 0.12 0.48
C 2.66 -2.68 -1.43
O 2.06 -1.74 -1.99
O 3.06 -3.78 -1.84
H -3.68 1.29 0.63
H -2.70 0.68 1.94
H -2.86 -0.17 0.33
H -1.43 1.96 -0.65
H -1.72 2.65 1.03
H -0.29 -0.19 -0.54
H -0.39 -0.61 1.28
H 3.14 -2.48 -0.41
H 1.73 0.78 -0.05
H 2.59 -0.35 -0.52
O 2.65 0.60 -0.30
*
```

***

C) A structure of composition C4H10NO3, computed with the ωB97M-V functional and the def2-TZVPD basis.

The HOMO energy is -4.1 eV. The LUMO energy is 3.84 eV.

ORCA input file:
```
! wB97M-V def2-TZVPD RIJCOSX def2/J DEFGRID3
* xyz -1 1
O -2.28 -1.59 -2.07
C -1.89 -1.16 -0.99
N -1.03 -0.14 -0.83
C -0.62 0.32 0.48
C 0.29 -0.64 1.32
C 1.30 0.25 2.03
O 2.04 0.98 1.14
H -2.25 -1.59 -0.04
H -0.60 0.29 -1.63
H -1.46 0.69 1.07
H 0.03 1.17 0.26
H -0.45 -1.13 1.96
H 0.77 -1.35 0.64
H 0.72 0.90 2.74
H 2.00 -0.21 2.75
H 1.87 1.34 -0.08
H 1.97 0.88 -1.77
O 1.60 1.55 -1.19
*
```

***

Result of the stability comparison: A) is the most stable of them.

***

A) The ion C4H10NO3 with charge -1, computed with the ωB97M-V functional and the def2-TZVPD basis.

The HOMO energy is -3.5 eV. The LUMO energy is 4.16 eV.

ORCA input file:
```
! wB97M-V def2-TZVPD RIJCOSX def2/J DEFGRID3
* xyz -1 1
C 0.25 2.01 0.69
C -1.01 -1.72 -0.03
C -0.14 0.52 1.07
C -0.49 -0.30 -0.36
N 1.05 -0.62 -0.91
O 1.23 0.13 -2.02
O 0.94 -0.09 1.60
O -1.14 0.33 -1.24
H 1.38 2.09 0.66
H 0.00 2.82 1.45
H -0.28 2.07 -0.22
H -0.96 -2.47 -0.83
H -2.03 -1.52 0.33
H -0.48 -2.24 0.81
H -1.06 0.53 1.67
H 0.86 -1.63 -1.13
H 1.51 -0.45 0.80
H 0.37 0.54 -2.35
*
```

***

B) A cluster of 2 separate species, C4H10NO3 in total, computed with the ωB97M-V functional and the def2-TZVPD basis.

The HOMO energy is -4.1 eV. The LUMO energy is 3.75 eV.

ORCA input file:
```
! wB97M-V def2-TZVPD RIJCOSX def2/J DEFGRID3
* xyz -1 1
C -0.50 0.39 0.28
N 0.59 0.12 -0.62
C 0.49 -0.98 -1.62
O 1.38 -0.84 -2.50
O -0.27 -1.89 -1.29
C -0.39 -0.18 1.75
C -1.79 -0.37 2.32
H -1.43 0.03 -0.20
H -0.45 1.49 0.34
H 1.48 0.56 -0.47
H -0.05 -1.19 1.59
H 0.32 0.41 2.32
H -2.23 -1.22 1.76
H -1.78 -0.58 3.39
H -2.50 0.41 2.03
H 1.99 1.73 -2.52
H 2.43 0.63 -3.45
O 2.72 1.49 -3.11
*
```

***

Result of the stability comparison: B) is the most stable of them.